The following is a DFT calculation (the ωB97M-V functional and the def2-TZVPD basis) of a 17-piece molecular cluster, H33O17 overall.

ORCA input file:
```
! RIJCOSX wB97M-V def2-TZVPD def2/J DEFGRID3
* xyz -1 1
O 1.6021 0.0219 -5.5374
H 0.8505 0.5515 -5.9037
H 1.4983 -0.1520 -4.6911
O -1.2108 1.5803 -2.1556
H -1.1230 2.3535 -1.7984
H 0.2979 0.9641 -2.1292
O -5.2349 1.6564 2.2231
H -4.4715 1.1047 2.0649
H -5.9966 1.5217 1.6848
O -2.1593 -0.3626 -1.0815
H -2.0641 0.4942 -1.7014
H -1.3526 -0.2175 -0.6737
O -0.8155 0.9704 -4.5600
H -1.2091 0.9078 -3.6255
O -1.4183 -0.2345 5.7241
H -0.5992 -0.3011 5.3499
H -1.9957 -0.4128 5.0175
O 2.3564 -0.5918 4.1490
H 2.5578 -1.0695 3.3035
H 2.2829 0.3314 4.0148
O 1.1268 0.4701 -2.1263
H 1.4929 0.2316 -2.9074
H -0.5896 1.9228 -4.5652
O 2.1050 -2.3132 -2.8311
H 1.2564 -2.0338 -2.4304
H 2.6858 -1.5932 -2.4416
O -1.4820 -1.5951 1.1724
H -1.1423 -0.8637 0.7444
H -2.2953 -1.9844 1.0257
O -0.4637 -1.8275 -2.6087
H -1.3467 -1.7974 -2.1171
H -0.2825 -0.9383 -2.9779
O 1.2512 2.0645 0.5822
H 2.1387 2.3373 0.8285
H 1.6038 1.9445 -0.4074
O 2.9007 -0.7675 -0.2801
H 2.6520 -1.6227 -0.4562
H 2.4907 -0.5112 0.5535
O 0.2669 1.9875 5.2799
H 0.0678 1.6781 4.5246
H 0.0572 1.3494 5.9891
O -0.8495 -3.8302 -4.1136
H -0.5849 -3.1743 -3.4902
H -0.9942 -3.2076 -4.8525
O -1.4671 0.6332 3.3668
H -1.4588 1.4964 2.8453
H -2.3498 0.7885 3.5283
O 3.4984 1.6453 2.8143
H 3.8535 2.0963 3.5324
H 4.0194 1.7467 2.0208
*
```

Energy relative to the best compared isomer or geometry (same formula, charge and spin): 142.5 kcal/mol
F_max: 0.2063 Eh/bohr
E_HOMO: -6.583 eV
Orbital gap: 8.661 eV